Record 1
Entry from the Open Molecules 2025 dataset: CH3NOP2S as an isolated structure in a non-equilibrium geometry (ωB97M-V/def2-TZVPD).

Geometry as XYZ:
```
9
Properties=species:S:1:pos:R:3:forces:R:3
C -0.723 -0.219 -1.689 2.7482 -0.1353 -1.2709
N -1.986 -0.202 -1.501 -2.0454 -2.8720 -1.0763
O -1.109 1.535 -0.079 0.2553 0.9871 0.5886
P 0.114 1.093 -1.030 1.2781 0.6967 0.4160
P -2.504 0.669 -0.249 -1.9120 0.8669 1.9291
S -2.249 -1.284 0.588 -0.1950 0.7131 -0.2449
H -0.177 -0.983 -2.225 -0.3545 -0.1338 -0.6088
H 0.943 0.186 1.056 -1.7351 -1.5121 2.2537
H 0.412 -0.212 1.621 1.9604 1.3895 -1.9866
```
Forces are in eV/Å.

The HOMO energy (spin up / spin down) is -9.25 / -8.27 eV. As for the calculated total energy: -1250.69724 Ha. Its gap between HOMO and LUMO (spin up / spin down) is 7.3 / 6.3 eV. For the LUMO energy (spin up / spin down), the calculation gives -1.96 / -2.01 eV.

=====

Record 2
Entry from the Open Molecules 2025 dataset: a 2-piece molecular cluster, C5H12NO2 overall in a non-equilibrium geometry (ωB97M-V/def2-TZVPD).

Geometry as XYZ:
```
20
Properties=species:S:1:pos:R:3:forces:R:3
O -1.008 -2.040 -1.597 -0.4277 -0.2170 -0.5176
C -1.241 -0.929 -1.994 0.0953 -0.4365 1.6825
C -0.520 0.171 -1.166 0.7530 -1.0560 -1.3274
N -0.546 -0.057 0.287 -0.6269 0.8787 0.5987
C 0.597 0.848 0.814 -1.5832 0.0414 0.8413
C 1.704 0.767 -0.239 -2.3463 0.0335 -0.2845
C 0.991 0.038 -1.435 0.6354 0.8846 -0.2080
H -1.956 -0.728 -2.817 0.4642 0.2279 0.1091
H -0.870 1.157 -1.420 -0.1435 0.4969 0.2878
H -1.391 0.285 0.744 -0.2074 -0.2614 -0.0098
H -0.509 -1.059 0.513 0.4271 0.1654 -0.1452
H 0.083 1.813 0.939 0.3796 0.0019 -0.6306
H 0.739 0.595 1.871 0.6388 -0.5119 -0.5095
H 2.497 0.235 0.254 0.9263 0.1705 -0.6857
H 1.830 1.758 -0.670 1.1214 0.0798 0.8187
H 1.371 -0.975 -1.563 -0.5171 -0.0964 -0.0103
H 1.160 0.610 -2.347 0.4296 -0.3356 -0.1123
H -1.220 -0.307 3.770 -0.4381 0.3283 -0.1417
H -0.555 -1.445 3.148 0.1414 -0.5856 -0.2298
O -1.157 -0.739 2.907 0.2781 0.1914 0.4745
```
Forces are in eV/Å.

The HOMO energy is -14.46 eV. As for the calculated total energy: -402.67640 Ha. Its total charge is +1. Its gap between HOMO and LUMO is 11.0 eV. For the LUMO energy, the calculation gives -3.42 eV.

=====

Record 3
Entry from the Open Molecules 2025 dataset: an isolated ion of composition C4H7ClNO3 and charge -1 in a non-equilibrium geometry (ωB97M-V/def2-TZVPD).

Geometry as XYZ:
```
16
Properties=species:S:1:pos:R:3:forces:R:3
C -3.403 -0.489 -0.017 -1.5430 -0.2731 -0.4358
C 1.079 -0.137 -1.214 0.4064 0.3896 1.0545
C 0.399 -0.290 0.199 1.0253 0.7903 -0.4706
C -1.004 0.290 0.241 -2.5652 -1.2190 0.7442
N -1.293 0.776 1.527 0.7492 -0.4736 0.0451
O -4.044 -1.323 -0.689 0.8067 1.0628 0.9302
O -3.768 0.428 0.749 -0.2716 -0.1893 -0.1231
O -2.016 -0.648 -0.154 3.0868 -0.1939 -0.4275
Cl -1.153 1.706 -0.968 0.0278 0.6883 -0.4810
H 1.588 0.825 -1.272 0.3341 -0.0238 0.2444
H 0.323 0.022 -1.970 -0.2180 -0.8104 -0.2580
H 1.812 -0.924 -1.466 -0.5423 0.1930 0.1574
H 0.901 0.277 1.063 -0.1421 -0.8396 -1.5366
H 0.386 -1.340 0.497 -0.3730 0.1360 0.0192
H -0.684 1.567 1.713 -0.6934 0.0503 0.2606
H -2.318 0.857 1.554 -0.0877 0.7123 0.2770
```
Forces are in eV/Å.

The HOMO energy is -4.75 eV. As for the calculated total energy: -897.37188 Ha. Its total charge is -1. Its gap between HOMO and LUMO is 8.3 eV. For the LUMO energy, the calculation gives 3.52 eV.

=====

Record 4
Entry from the Open Molecules 2025 dataset: a single C6H12O molecule (ωB97M-V/def2-TZVPD).

Geometry as XYZ:
```
19
Properties=species:S:1:pos:R:3:forces:R:3
C -1.819 -1.676 -1.234 -0.2677 -0.1891 -0.0550
O -0.640 -0.935 -1.085 0.1253 -0.0530 -0.0147
C -0.033 -0.951 0.201 -0.0437 -0.0441 0.1283
C 0.635 0.405 0.395 -0.1837 0.0107 -0.2615
C 2.080 0.506 -0.031 0.2736 0.0247 -0.0694
C -0.296 1.530 0.044 -0.0810 0.0430 -0.1241
C 0.167 1.366 1.458 -0.0877 0.0842 0.2964
H -2.482 -1.564 -0.364 0.0883 -0.0206 -0.0438
H -1.643 -2.749 -1.404 0.0738 0.1135 0.1139
H -2.342 -1.279 -2.109 0.0955 -0.0640 0.0873
H -0.787 -1.148 0.979 0.0045 0.1589 -0.1305
H 0.694 -1.775 0.245 -0.0100 0.1464 0.0777
H 2.350 -0.310 -0.705 -0.0372 0.0682 0.0005
H 2.743 0.464 0.835 0.0698 -0.0671 -0.0621
H 2.279 1.442 -0.561 -0.0112 -0.0624 0.1132
H -1.298 1.184 -0.181 0.0085 0.3192 0.0028
H 0.061 2.345 -0.583 -0.0073 -0.1392 0.2397
H -0.562 1.054 2.198 0.0249 -0.1169 -0.0915
H 0.892 2.074 1.861 -0.0347 -0.2123 -0.2071
```
Forces are in eV/Å.

The HOMO energy is -9.67 eV. As for the calculated total energy: -310.99224 Ha. Its gap between HOMO and LUMO is 10.7 eV. For the LUMO energy, the calculation gives 1.06 eV.

=====

Record 5
Entry from the Open Molecules 2025 dataset: C34H17Cl2N8O2Re as an isolated structure (ωB97M-V/def2-TZVPD).

Geometry as XYZ:
```
64
Properties=species:S:1:pos:R:3:forces:R:3
Re -0.020 -0.015 -0.289 -0.0988 -0.6375 -0.6608
C 6.437 0.614 -0.624 -0.0314 0.0242 -0.0027
C 6.426 -0.497 0.230 -0.0300 -0.0045 0.0007
C 5.245 -0.978 0.770 0.0979 -0.0231 0.0229
C 4.077 -0.314 0.426 -0.1449 -0.1637 0.1146
C 2.698 -0.555 0.799 0.0592 -0.0067 0.1253
N 1.899 0.398 0.173 -0.1030 0.2144 0.0892
C 2.707 1.203 -0.593 0.1186 -0.1502 0.0350
N 2.343 2.233 -1.340 -0.0389 -0.0161 0.0458
C 1.100 2.540 -1.583 0.0174 0.0670 -0.0594
C 0.680 3.814 -2.182 0.2153 -0.1367 0.0851
C 1.408 4.891 -2.644 0.0509 0.0492 -0.0316
C 0.688 5.977 -3.138 0.0089 -0.0243 0.0126
C -0.705 5.974 -3.149 -0.0127 -0.0223 0.0107
C -1.428 4.887 -2.662 -0.0562 0.0605 -0.0276
C -0.704 3.813 -2.187 -0.2186 -0.1437 0.0566
C -1.126 2.541 -1.588 -0.0142 0.0898 -0.0179
N -2.369 2.235 -1.342 0.0515 -0.0185 -0.0025
C -2.733 1.208 -0.592 -0.0764 -0.1436 0.1257
N -1.923 0.419 0.198 -0.0410 0.1046 0.0136
C -2.723 -0.531 0.827 -0.0526 0.0515 0.1243
N -2.363 -1.495 1.655 0.0063 0.0742 -0.1513
C -1.122 -1.833 1.895 0.0117 -0.0570 0.1165
N -0.014 -1.362 1.242 0.0359 -0.0967 0.1890
C 1.096 -1.852 1.872 -0.0566 -0.0564 0.1335
N 2.339 -1.530 1.612 0.0102 0.1110 -0.1363
C 0.683 -2.779 2.940 0.2428 0.1736 -0.1662
C 1.411 -3.546 3.822 0.0432 -0.0788 0.0711
C 0.691 -4.323 4.731 0.0448 0.0437 -0.0462
C -0.700 -4.311 4.745 -0.0463 0.0406 -0.0366
C -1.425 -3.521 3.852 -0.0566 -0.0845 0.0826
C -0.704 -2.765 2.955 -0.2345 0.1447 -0.1650
C -4.100 -0.305 0.439 0.1411 -0.1874 0.0982
C -5.263 -0.990 0.762 -0.0864 0.0014 0.0418
C -6.438 -0.546 0.179 0.0351 -0.0034 0.0047
C -6.448 0.548 -0.697 0.0216 0.0168 -0.0017
C -5.283 1.226 -1.019 -0.1102 0.0466 -0.0067
C -4.109 0.775 -0.436 0.1480 0.1677 -0.1719
N -0.013 1.766 -1.307 -0.0186 -0.0065 0.0712
C 4.087 0.782 -0.428 -0.1511 0.2061 -0.1272
C 5.265 1.271 -0.967 0.1246 0.0207 -0.0330
H 7.380 0.963 -1.023 -0.0128 -0.0172 0.0026
H 7.360 -0.988 0.468 -0.0026 0.0183 -0.0015
H 5.227 -1.835 1.431 -0.0051 0.0211 -0.0129
H 2.490 4.887 -2.623 -0.0288 0.0042 -0.0091
H 1.218 6.841 -3.517 -0.0072 -0.0161 0.0032
H -1.233 6.834 -3.538 0.0064 -0.0153 0.0079
H -2.510 4.879 -2.658 0.0277 0.0097 0.0003
H 2.493 -3.548 3.803 -0.0327 -0.0041 0.0162
H 1.222 -4.944 5.440 -0.0038 0.0063 -0.0141
H -1.228 -4.925 5.463 0.0098 0.0116 -0.0168
H -2.508 -3.507 3.856 0.0403 0.0050 0.0103
H -5.245 -1.832 1.440 0.0061 0.0176 -0.0265
H -7.367 -1.055 0.398 0.0021 0.0196 0.0005
H -7.386 0.866 -1.133 0.0097 -0.0108 0.0083
H -5.283 2.071 -1.696 0.0022 -0.0310 0.0061
H 5.266 2.127 -1.629 -0.0013 -0.0237 0.0170
Cl 1.747 -4.301 -1.774 0.0184 0.0779 -0.0079
C 0.103 -3.697 -1.932 -0.1442 0.0317 -0.0809
Cl -1.027 -4.636 -0.942 0.0001 0.0223 0.0087
C -0.006 -2.230 -1.537 0.2822 -0.3230 -0.2625
O -1.113 -1.694 -1.302 0.0554 0.4719 0.3361
O 1.027 -1.524 -1.384 0.0225 0.0733 0.2319
H -0.195 -3.817 -2.969 -0.0507 0.0043 -0.0428
```
Forces are in eV/Å.

The HOMO energy (spin up / spin down) is -9.78 / -10.58 eV. As for the calculated total energy: -2892.98879 Ha. Its expectation value of S² is 1.1545. Its total charge is +1. As for the spin multiplicity: 2. Its gap between HOMO and LUMO (spin up / spin down) is 5.1 / 5.2 eV. For the LUMO energy (spin up / spin down), the calculation gives -4.64 / -5.35 eV.

=====

Record 6
Entry from the Open Molecules 2025 dataset: C14H10N3O5Rh as an isolated structure in a non-equilibrium geometry (ωB97M-V/def2-TZVPD).

Geometry as XYZ:
```
33
Properties=species:S:1:pos:R:3:forces:R:3
Rh -0.808 0.266 0.110 0.8523 0.9527 1.1703
O 3.108 -3.732 -0.031 0.0494 0.0958 -0.0489
C 1.948 -4.337 -0.283 -0.2025 0.0596 -0.0602
C 1.970 -5.733 -0.346 0.1003 -0.1613 0.0514
C 0.822 -6.445 -0.601 -0.0395 -0.0078 -0.0376
C -0.401 -5.789 -0.799 -0.0308 -0.0197 -0.0015
C -0.442 -4.420 -0.724 -0.0373 -0.0161 0.0538
C 0.717 -3.664 -0.467 0.3086 0.1245 -0.1406
C 0.572 -2.211 -0.402 0.0344 -0.3473 -1.0308
O -0.556 -1.706 -0.368 -0.5200 -0.1439 0.6584
N 1.751 -1.464 -0.303 0.1949 1.0322 0.9739
N 1.808 -0.190 -0.315 0.7680 -1.0652 -0.5456
C 0.892 0.636 -0.969 -1.1159 0.1128 1.0776
C 1.110 2.122 -0.885 0.1450 -0.2240 -0.0045
C 2.226 2.770 -1.407 -0.0405 -0.2321 0.0819
C 2.303 4.150 -1.374 0.0730 0.0267 -0.0761
C 1.263 4.874 -0.802 -0.1755 0.0876 0.1027
C 0.154 4.240 -0.263 -0.0819 0.2724 0.0979
C 0.067 2.852 -0.298 -0.0266 -0.5753 0.1365
O -0.989 2.194 0.232 0.0059 0.2320 -0.4392
H 2.950 -2.762 -0.028 0.0811 0.0368 0.1019
H 2.921 -6.229 -0.188 -0.0984 0.0511 -0.0224
H 0.867 -7.528 -0.656 0.0008 0.1058 0.0147
H -1.301 -6.353 -1.006 0.0580 0.0235 0.0160
H -1.374 -3.887 -0.861 0.0384 -0.0309 -0.0034
H 0.581 0.290 -1.957 -0.0567 -0.2888 -0.1548
H 3.035 2.182 -1.834 -0.0881 0.0455 -0.0060
H 3.156 4.660 -1.805 -0.0259 -0.0275 0.0845
H 1.325 5.958 -0.765 -0.0385 -0.1029 -0.0127
H -0.650 4.800 0.205 0.0954 -0.0381 -0.0661
O -0.224 1.828 2.960 -0.4093 1.4625 -1.1477
N 0.012 0.690 3.055 0.7474 -0.7562 2.8212
O -0.106 -0.176 2.183 -0.5655 -0.6842 -3.6444
```
Forces are in eV/Å.

The HOMO energy (spin up / spin down) is -8.19 / -8.18 eV. As for the calculated total energy: -1190.29945 Ha. Its gap between HOMO and LUMO (spin up / spin down) is 5.6 / 5.5 eV. For the LUMO energy (spin up / spin down), the calculation gives -2.62 / -2.64 eV.

=====

> Among the records above, which one has the highest calculated total energy?

C6H12O